# 1
A structure of composition C32H24CdCl2N8O3S2. Source: OMol25; level of theory: the ωB97M-V functional and the def2-TZVPD basis.

Its total energy is -102920.498 eV. As for the strongest force on any atom: 0.739 eV/A. As for the energy above the lowest of the compared OMol25 structures with the same formula, charge and spin: 15.9 kJ/mol. The charge is 0. The HOMO energy comes out at -7.2 eV. The frontier orbital gap comes out at 0.26040 Ha.

Positions of all 72 atoms, in Å:
1 Cd -0.003 -0.173 0.735
2 Cl 4.365 4.400 -1.963
3 Cl 4.548 1.887 -3.938
4 S -2.110 -4.196 -1.692
5 S -4.763 0.740 1.316
6 O -0.937 1.948 -5.741
7 O 3.583 -2.036 -0.353
8 O 1.927 3.321 2.360
9 N -0.711 1.899 -1.005
10 N -0.463 -0.022 -4.730
11 N -2.403 0.016 0.774
12 N -1.422 -1.816 -1.132
13 N 1.691 -0.709 -0.545
14 N 0.403 -2.533 1.125
15 N -0.076 0.461 3.134
16 N 1.509 1.392 1.130
17 C 0.593 2.262 4.541
18 C 2.947 2.774 -0.357
19 C -0.337 3.178 -0.965
20 C 2.304 1.590 -0.009
21 C -3.241 -0.932 0.224
22 C -0.759 -0.058 4.156
23 C -0.258 3.342 -3.338
24 C -0.119 3.942 -2.101
25 C -0.298 -3.488 1.742
26 C 0.314 -2.971 -2.465
27 C 3.717 1.791 -2.417
28 C 3.638 2.875 -1.558
29 C 1.316 -5.143 1.191
30 C -1.002 -2.870 -1.758
31 C -0.600 1.998 -3.394
32 C -3.174 -3.267 -0.733
33 C 3.106 0.593 -2.066
34 C -4.560 -0.701 0.421
35 C -2.648 -2.032 -0.544
36 C 2.389 -1.791 -0.193
37 C 1.430 2.207 2.171
38 C -2.457 2.155 2.052
39 C 0.601 1.603 3.320
40 C -0.116 1.717 5.597
41 C 0.113 -4.804 1.798
42 C 1.557 -2.860 0.526
43 C -3.063 0.965 1.380
44 C -0.806 0.528 5.406
45 C 2.049 -4.158 0.556
46 C -0.837 1.330 -2.205
47 C -0.687 1.324 -4.729
48 C 2.401 0.475 -0.886
49 H 3.001 -4.348 0.080
50 H -0.015 -0.468 -3.949
51 H -1.128 0.282 -2.196
52 H -0.169 3.604 0.021
53 H 0.170 -3.157 -3.530
54 H 1.676 -6.164 1.220
55 H 3.189 -0.260 -2.727
56 H -1.475 2.345 1.625
57 H 0.863 -2.040 -2.319
58 H -1.290 -0.985 3.958
59 H -3.080 3.037 1.909
60 H 0.196 4.973 -2.009
61 H -0.413 -0.470 -5.629
62 H -0.078 3.878 -4.262
63 H 1.153 3.184 4.621
64 H -1.229 -3.179 2.205
65 H 2.890 3.624 0.306
66 H -1.368 0.063 6.205
67 H 0.916 -3.787 -2.062
68 H -5.402 -1.260 0.045
69 H -0.494 -5.541 2.306
70 H -0.129 2.210 6.562
71 H -4.090 -3.680 -0.337
72 H -2.345 1.984 3.123


# 2
A structure of composition C32H25BIrN6O2. Source: OMol25; level of theory: the ωB97M-V functional and the def2-TZVPD basis.

Its total energy is -50131.371 eV. The spin multiplicity is 2. As for the strongest force on any atom: 0.371 eV/A. As for the energy above the lowest of the compared OMol25 structures with the same formula, charge and spin: 0.0 kJ/mol. The charge is +2. The HOMO energy (alpha / beta) comes out at -13.1 / -13.1 eV. The frontier orbital gap (alpha / beta) comes out at 0.22182 / 0.18652 Ha.

Positions of all 67 atoms, in Å:
1 Ir -0.161 0.077 0.072
2 O -1.196 -2.787 -0.220
3 O 1.047 -2.751 0.264
4 N -0.560 2.261 0.052
5 N 1.771 0.109 -0.060
6 N 2.515 0.178 0.947
7 N 0.405 0.164 2.052
8 N -2.286 0.121 0.221
9 N -0.013 0.075 -1.957
10 C 3.637 0.113 -1.680
11 C -2.372 3.869 -0.063
12 C -2.144 -0.633 -2.840
13 C 1.763 0.192 2.135
14 C 2.291 0.102 -1.372
15 C 1.283 0.102 -2.376
16 C -2.823 1.481 0.093
17 C -1.139 1.417 -3.656
18 C -4.160 1.725 0.038
19 C -0.717 -4.097 -0.170
20 C 1.691 0.075 -3.726
21 C -3.295 0.719 -4.464
22 C -4.641 3.052 -0.070
23 C 0.631 -4.073 0.120
24 C 2.431 0.259 3.342
25 C -0.079 4.600 -0.070
26 C -1.093 0.285 -2.844
27 C -1.407 4.904 -0.106
28 C 1.376 -5.221 0.242
29 C -3.236 -0.416 -3.663
30 C -0.668 -6.444 -0.239
31 C -2.249 1.633 -4.457
32 C 0.306 0.281 4.428
33 C -0.299 0.210 3.184
34 C 3.035 0.080 -4.025
35 C -3.769 4.098 -0.113
36 C 4.006 0.107 -3.016
37 C 0.692 -6.420 0.054
38 C -1.409 -5.269 -0.357
39 C -1.898 2.548 0.031
40 C 1.688 0.302 4.511
41 C 0.305 3.246 0.005
42 B -0.088 -1.991 0.047
43 H 5.055 0.110 -3.280
44 H -2.705 -0.472 -0.495
45 H -1.733 5.935 -0.171
46 H 3.346 0.046 -5.060
47 H 2.432 -5.192 0.470
48 H -1.163 -7.395 -0.377
49 H -4.153 0.887 -5.101
50 H -2.063 -1.533 -2.238
51 H -2.466 -5.277 -0.583
52 H -4.861 0.898 0.080
53 H 1.356 2.975 0.016
54 H -4.039 -1.141 -3.691
55 H 2.181 0.352 5.472
56 H 1.230 -7.354 0.138
57 H -2.590 -0.276 1.108
58 H -2.295 2.516 -5.080
59 H -0.310 0.310 5.316
60 H -1.375 0.180 3.089
61 H 3.511 0.273 3.337
62 H -4.134 5.115 -0.186
63 H -5.706 3.232 -0.111
64 H 0.950 0.017 -4.511
65 H 0.677 5.370 -0.103
66 H 4.371 0.114 -0.886
67 H -0.326 2.132 -3.634


# 3
A structure of composition C32H25F9IrN2O6S4. Source: OMol25; level of theory: the ωB97M-V functional and the def2-TZVPD basis.

Its total energy is -119496.685 eV. As for the strongest force on any atom: 0.438 eV/A. As for the energy above the lowest of the compared OMol25 structures with the same formula, charge and spin: 0.0 kJ/mol. The charge is -1. The HOMO energy comes out at -5.5 eV. The frontier orbital gap comes out at 0.27807 Ha.

Positions of all 79 atoms, in Å:
1 Ir -0.407 0.152 0.826
2 S -3.726 -2.863 -0.448
3 S -2.433 0.884 1.918
4 S 1.479 -0.590 -1.731
5 S -4.998 1.927 -1.229
6 F -1.609 4.588 -0.985
7 F 0.450 3.233 -1.995
8 F 2.146 3.103 -0.674
9 F -0.126 3.562 2.711
10 F -0.878 5.630 0.751
11 F -2.249 3.985 0.981
12 F 1.673 2.693 1.902
13 F 1.356 4.806 1.731
14 F 1.173 5.005 -0.999
15 O -0.565 2.148 0.220
16 O 2.882 -0.835 -1.977
17 O -1.747 -0.373 -0.676
18 O 3.029 -0.146 2.922
19 O 0.913 0.254 2.369
20 O 0.761 0.293 -2.608
21 N 1.311 -0.201 -0.190
22 N -0.444 -1.903 1.121
23 C -1.740 -2.656 3.035
24 C 0.948 3.681 -0.852
25 C -0.651 -3.447 5.027
26 C -3.476 1.133 -1.365
27 C 0.652 -2.159 -1.880
28 C -0.672 -4.608 -1.986
29 C 1.294 -3.312 -1.440
30 C -0.631 -2.223 -2.396
31 C -1.284 -3.447 -2.446
32 C 0.629 -4.526 -1.488
33 C -0.021 3.366 0.341
34 C -3.353 2.789 -2.974
35 C -0.502 -2.453 2.448
36 C 2.165 0.044 2.084
37 C -3.113 -0.112 -0.573
38 C 2.508 0.073 0.606
39 C -3.229 0.348 3.354
40 C 0.664 -2.742 3.138
41 C -1.390 -5.929 -2.044
42 C 0.740 3.610 1.682
43 C -4.560 -3.619 -1.738
44 C 0.584 -3.236 4.430
45 C -1.199 4.411 0.276
46 C -1.813 -3.155 4.326
47 C -4.374 -0.298 3.042
48 C -4.479 -1.396 -2.386
49 C -4.901 -2.721 -2.700
50 C -2.700 1.704 -2.323
51 C -3.534 0.023 0.894
52 C -4.536 -0.516 1.628
53 C -4.602 3.020 -2.489
54 C -3.830 -1.310 -1.194
55 H -1.690 1.369 -2.515
56 H -2.894 3.389 -3.747
57 H -5.085 -0.636 3.784
58 H 0.376 -2.248 0.620
59 H -2.860 0.645 4.322
60 H -1.088 -6.500 -2.925
61 H -1.254 -2.183 0.562
62 H -2.468 -5.782 -2.098
63 H -1.168 -6.538 -1.166
64 H -4.638 -0.538 -3.024
65 H -2.640 -2.415 2.480
66 H -2.781 -3.311 4.785
67 H 1.629 -2.545 2.686
68 H -5.296 3.793 -2.778
69 H -4.765 -4.677 -1.711
70 H -5.438 -2.986 -3.600
71 H -2.298 -3.492 -2.830
72 H -5.347 -1.087 1.198
73 H 2.905 1.071 0.405
74 H 1.496 -3.439 4.977
75 H 1.125 -5.424 -1.137
76 H -1.116 -1.314 -2.721
77 H 2.309 -3.244 -1.067
78 H -0.708 -3.827 6.039
79 H 3.302 -0.641 0.398


# 4
A structure of composition C32H25FeN5S2Te. Source: OMol25; level of theory: the ωB97M-V functional and the def2-TZVPD basis.

Its total energy is -104392.872 eV. As for the strongest force on any atom: 0.184 eV/A. As for the energy above the lowest of the compared OMol25 structures with the same formula, charge and spin: 0.0 kJ/mol. The charge is 0. The HOMO energy comes out at -6.9 eV. The frontier orbital gap comes out at 0.22253 Ha.

Positions of all 66 atoms, in Å:
1 Te 2.097 0.733 -1.407
2 Fe -0.157 0.085 -0.303
3 S -2.304 -0.554 0.421
4 S -3.013 -2.833 -1.545
5 N -0.927 1.476 -1.565
6 N 0.439 1.444 2.037
7 N -0.709 -1.696 -1.261
8 N 0.715 -0.759 1.261
9 N -0.050 1.554 0.854
10 C 2.058 0.084 -3.440
11 C 5.271 -2.722 -3.898
12 C -0.499 2.036 -5.211
13 C -0.417 2.222 -3.839
14 C -1.703 4.969 -0.710
15 C 4.938 -2.246 -2.642
16 C -0.549 -2.623 -2.276
17 C 3.905 -1.324 -2.483
18 C -0.577 2.724 0.408
19 C 1.105 -2.020 1.461
20 C 4.572 -2.277 -5.013
21 C -1.951 0.162 -4.868
22 C -0.665 3.907 1.176
23 C 3.530 -0.822 -1.111
24 C -1.928 -1.703 -0.772
25 C -1.882 0.352 -3.497
26 C -1.043 2.649 -0.944
27 C 1.464 -0.201 3.464
28 C 1.693 -2.437 2.638
29 C 3.204 -0.880 -3.599
30 C 0.878 0.145 2.246
31 C -1.714 -4.309 -3.583
32 C -0.536 -4.557 -4.268
33 C 0.637 -2.908 -2.947
34 C 0.633 -3.867 -3.944
35 C -1.258 0.998 -5.734
36 C -1.215 5.022 0.625
37 C -1.103 1.377 -2.961
38 C -1.626 3.845 -1.475
39 C 3.546 -1.361 -4.862
40 C -1.712 -3.342 -2.587
41 C 1.875 -1.502 3.655
42 H 4.389 -0.413 -0.582
43 H 0.920 -2.700 0.639
44 H 1.548 -2.391 -2.677
45 H 0.044 2.698 -5.874
46 H 4.830 -2.642 -5.999
47 H 1.572 0.559 4.224
48 H -2.617 -4.858 -3.820
49 H -2.032 3.836 -2.476
50 H 0.203 3.013 -3.433
51 H -2.444 -0.284 -2.827
52 H -2.165 5.855 -1.130
53 H 2.162 0.953 -4.085
54 H 1.991 -3.468 2.758
55 H 1.552 -4.083 -4.474
56 H 5.483 -2.591 -1.771
57 H 6.076 -3.437 -4.010
58 H 1.094 -0.383 -3.651
59 H -0.295 3.890 2.192
60 H -0.522 -5.301 -5.053
61 H 3.092 -1.610 -0.497
62 H -1.299 5.938 1.192
63 H -2.555 -0.647 -5.261
64 H 2.994 -1.014 -5.728
65 H 2.330 -1.797 4.592
66 H -1.313 0.846 -6.804


# 5
A structure of composition C32H25N10P2TaTe. Source: OMol25; level of theory: the ωB97M-V functional and the def2-TZVPD basis.

Its total energy is -75894.685 eV. As for the strongest force on any atom: 0.641 eV/A. The charge is +2. The HOMO energy comes out at -14.7 eV. The frontier orbital gap comes out at 0.24538 Ha.

Positions of all 71 atoms, in Å:
1 Ta -0.805 1.063 -1.311
2 Te -0.176 2.228 1.282
3 P 1.656 0.670 -0.766
4 P -0.999 -0.780 0.331
5 N -0.847 -0.701 -3.800
6 N -1.305 -0.696 -4.974
7 N -2.013 0.430 -5.254
8 N -1.825 2.754 -1.711
9 N -2.656 4.736 -1.520
10 N -2.537 2.366 -4.005
11 N -1.787 1.137 5.730
12 N -2.017 3.875 -0.870
13 N -2.959 4.325 -2.776
14 N -1.255 0.491 -3.190
15 C 2.447 -0.921 -2.850
16 C -4.425 -0.568 2.399
17 C 0.418 0.346 0.466
18 C -0.526 -2.372 -0.316
19 C -2.166 -0.910 1.663
20 C 2.442 -0.766 -1.463
21 C -1.903 -1.715 2.773
22 C -0.135 0.949 4.009
23 C 3.127 -1.661 -0.637
24 C -2.217 2.087 3.571
25 C -1.973 1.139 -4.164
26 C 3.131 -1.990 -3.407
27 C 4.062 1.708 0.031
28 C -0.601 0.726 5.300
29 C 4.959 2.737 0.258
30 C 4.582 4.054 0.023
31 C -2.448 3.134 -2.880
32 C -0.999 -4.143 -1.869
33 C -2.902 -1.913 3.708
34 C 2.405 3.332 -0.685
35 C -0.026 -4.920 -1.258
36 C -2.566 1.806 4.892
37 C -4.160 -1.347 3.515
38 C -1.259 -2.868 -1.397
39 C 0.693 -4.433 -0.172
40 C -0.986 1.625 3.153
41 C 3.311 4.352 -0.452
42 C 3.816 -2.715 -1.208
43 C -3.424 -0.338 1.470
44 C 0.447 -3.159 0.304
45 C 2.777 2.011 -0.426
46 C 3.812 -2.880 -2.588
47 H -4.941 -1.525 4.243
48 H 0.999 -2.779 1.156
49 H 4.359 -3.408 -0.579
50 H 4.363 0.682 0.195
51 H 1.442 -5.051 0.304
52 H 3.033 5.376 -0.658
53 H -3.027 2.756 -4.801
54 H -5.408 -0.144 2.249
55 H -2.025 -2.265 -1.869
56 H 1.919 -0.224 -3.487
57 H -3.521 2.143 5.279
58 H 5.289 4.854 0.197
59 H 4.351 -3.707 -3.031
60 H -0.935 -2.182 2.902
61 H 0.020 0.199 6.016
62 H 0.170 -5.918 -1.628
63 H 3.136 -2.126 -4.480
64 H -2.711 -2.520 4.582
65 H 1.429 3.570 -1.097
66 H -2.890 2.641 2.932
67 H 0.852 0.620 3.714
68 H -3.623 0.268 0.593
69 H 5.956 2.512 0.611
70 H 3.131 -1.523 0.438
71 H -1.556 -4.530 -2.711


# 6
A structure of composition C32H25NaO2P2S2. Source: OMol25; level of theory: the ωB97M-V functional and the def2-TZVPD basis.

Its total energy is -82353.983 eV. As for the strongest force on any atom: 0.192 eV/A. The charge is -2. The HOMO energy comes out at -1.4 eV. The frontier orbital gap comes out at 0.20047 Ha.

Positions of all 64 atoms, in Å:
1 S -3.004 -1.137 -0.378
2 S 2.917 -0.851 -0.070
3 P 1.453 0.527 -0.092
4 P -1.680 0.342 -0.128
5 Na 0.406 -2.483 -0.287
6 O 0.572 -4.518 -1.579
7 O 0.382 -4.667 0.645
8 C 3.133 2.517 -1.248
9 C -3.162 1.994 1.683
10 C 1.667 1.559 1.440
11 C 0.778 -7.297 -1.827
12 C -0.082 -0.010 -0.293
13 C 0.848 -8.681 -1.917
14 C -2.594 3.757 -3.154
15 C 1.955 1.781 -1.359
16 C -2.097 1.115 1.503
17 C 3.476 3.454 -2.209
18 C 0.574 -6.678 -0.599
19 C -1.758 3.033 -1.020
20 C -1.601 1.295 3.862
21 C 1.191 2.868 1.491
22 C 2.179 0.997 2.605
23 C 1.134 1.991 -2.459
24 C 0.502 -5.152 -0.504
25 C -2.159 1.723 -1.275
26 C 2.644 3.662 -3.307
27 C -2.655 2.185 4.029
28 C 0.435 -7.463 0.539
29 C 1.210 3.593 2.673
30 C -2.999 2.455 -3.421
31 C 2.195 1.715 3.794
32 C 1.709 3.016 3.833
33 C -1.976 4.044 -1.943
34 C 0.706 -9.461 -0.775
35 C -3.437 2.530 2.934
36 C 0.499 -8.847 0.454
37 C -1.327 0.768 2.609
38 C -2.791 1.450 -2.484
39 C 1.476 2.925 -3.431
40 H -4.266 3.220 3.055
41 H -1.650 5.055 -1.725
42 H 0.221 1.411 -2.532
43 H -0.500 0.083 2.465
44 H 2.590 1.257 4.694
45 H -3.783 2.258 0.835
46 H -1.264 3.261 -0.082
47 H 0.818 3.083 -4.278
48 H 0.280 -6.955 1.482
49 H 0.877 -6.661 -2.697
50 H 0.803 3.324 0.587
51 H -2.756 4.542 -3.885
52 H 1.011 -9.155 -2.878
53 H 1.715 3.575 4.762
54 H -2.864 2.609 5.004
55 H 2.909 4.396 -4.059
56 H -3.114 0.433 -2.672
57 H -3.482 2.221 -4.363
58 H 0.825 4.606 2.692
59 H 4.393 4.024 -2.109
60 H 3.785 2.342 -0.399
61 H 0.758 -10.542 -0.844
62 H 2.567 -0.014 2.559
63 H -0.979 1.023 4.707
64 H 0.386 -9.452 1.347